(1)
A molecular structure, C6H13N at a distorted geometry. Source: the OMol25 dataset; level of theory: ωB97M-V/def2-TZVPD.

Computed properties:
2S+1: 1
Kohn-Sham gap in Ha: 0.325
E in Eh: -290.85095
ΔE to the lowest compared entry with this formula, charge and spin in kcal per mole: 193.15

Geometry as XYZ:
```
20
Properties=species:S:1:pos:R:3:mulliken_charge:R:1
C -1.7773 -1.2141 -0.3741 -0.693
C -1.3091 1.1716 0.0138 -0.567
C 0.1022 1.4911 0.2259 -0.618
C 0.5000 0.0654 -0.0873 1.101
C 0.9866 -0.6987 1.1054 -1.736
C 1.7385 -0.0806 -1.0510 -1.301
H -2.5472 -1.3486 -1.2425 0.227
H -2.4316 -1.0318 0.8412 0.203
H -0.8864 -2.0845 -0.3845 0.221
H -2.3441 1.0091 0.7871 0.226
H -1.5545 1.8117 -1.1030 0.160
H 0.3007 2.4555 -0.3075 0.327
H 0.0977 1.6239 1.5453 0.195
H 0.1458 -0.6971 1.9694 0.276
H 1.9456 -0.5670 1.4259 0.515
H 1.3474 -1.7153 0.7610 0.419
H 2.5189 -1.3245 -0.9977 0.230
H 2.5368 0.9699 -0.6169 0.247
H 1.5147 0.2310 -2.0800 0.389
N -0.8847 -0.0670 -0.4305 0.179
```

---

(2)
C6H13N in the gas phase. Source: the OMol25 dataset; level of theory: ωB97M-V/def2-TZVPD.

Computed properties:
2S+1: 1
Kohn-Sham gap in Ha: 0.379
E in Eh: -291.12650
ΔE to the lowest compared entry with this formula, charge and spin in kcal per mole: 20.24
Structure (SMILES): CCCN1C[C@H]1C

Geometry as XYZ:
```
20
Properties=species:S:1:pos:R:3:mulliken_charge:R:1
C 2.9338 -0.2389 0.0136 -1.267
C 1.4718 -0.6550 -0.1071 -0.135
C 0.6008 0.3464 -0.8612 -0.678
N -0.7885 -0.0637 -0.7396 -0.308
C -1.8190 0.9496 -0.8641 -0.514
C -1.4642 0.3818 0.4623 0.278
C -2.2990 -0.6302 1.2027 -1.365
H 3.0266 0.7410 0.4971 0.330
H 3.4209 -0.1762 -0.9661 0.311
H 3.4935 -0.9605 0.6181 0.356
H 1.3880 -1.6291 -0.6030 0.293
H 1.0448 -0.7848 0.8966 0.202
H 0.8701 0.3718 -1.9251 0.333
H 0.7645 1.3667 -0.4604 0.335
H -2.7281 0.6335 -1.3735 0.243
H -1.5145 1.9775 -1.0683 0.276
H -0.8868 1.0567 1.1020 0.363
H -3.0352 -0.1451 1.8527 0.350
H -2.8236 -1.2800 0.4961 0.329
H -1.6558 -1.2616 1.8273 0.268
```

---

(3)
C6H13N in the gas phase at a distorted geometry. Source: the OMol25 dataset; level of theory: ωB97M-V/def2-TZVPD.

Computed properties:
2S+1: 1
Kohn-Sham gap in Ha: 0.353
E in Eh: -291.09266
ΔE to the lowest compared entry with this formula, charge and spin in kcal per mole: 41.47
Structure (SMILES): C=CCCNCC

Geometry as XYZ:
```
20
Properties=species:S:1:pos:R:3:mulliken_charge:R:1
C 0.4367 -1.4349 -0.5825 -0.306
N -0.7663 -0.5344 -0.7021 -0.407
C -1.3417 -0.2172 0.6158 -0.660
C -0.5165 0.8873 1.4787 -0.281
C 0.3876 1.7762 0.6675 0.115
C 0.7697 3.0329 0.8171 -0.885
C 0.4347 -2.3230 -1.8267 -1.134
H 0.2367 -2.0540 0.3025 0.334
H 1.3866 -0.8717 -0.5069 0.216
H -0.4243 0.1411 -1.3698 0.297
H -2.2794 0.3050 0.3948 0.367
H -1.3999 -1.1746 1.1289 0.297
H -1.4077 1.3446 1.9183 0.339
H 0.0848 0.3442 2.2106 0.208
H 1.0313 1.1532 0.0341 0.009
H 1.6150 3.4751 0.3008 0.269
H 0.4003 3.7228 1.5638 0.280
H 0.0999 -1.7399 -2.6968 0.295
H 1.4583 -2.6352 -2.0070 0.358
H -0.2058 -3.1974 -1.7409 0.290
```

---

(4)
C6H13N in the gas phase at a distorted geometry. Source: the OMol25 dataset; level of theory: ωB97M-V/def2-TZVPD.

Computed properties:
2S+1: 1
Kohn-Sham gap in Ha: 0.266
E in Eh: -291.02970
ΔE to the lowest compared entry with this formula, charge and spin in kcal per mole: 80.98
Structure (SMILES): CC/C(C)=C(/C)N

Geometry as XYZ:
```
20
Properties=species:S:1:pos:R:3:mulliken_charge:R:1
C -2.5602 -0.9364 -0.5595 -0.980
C -1.0046 -0.7856 -0.8962 -0.430
N 1.0362 -0.5009 1.8867 -0.469
C 0.9320 -0.0130 0.5816 0.454
C -0.2126 0.3210 -0.1021 0.025
C -0.4006 1.6880 -0.7154 -1.293
C 2.3147 0.2130 -0.0775 -1.111
H -2.7693 -1.8846 -0.0351 0.312
H -2.8629 -0.1137 0.2699 0.259
H -3.1782 -0.7613 -1.4695 0.250
H -0.9491 -0.5718 -2.0655 0.261
H -0.5024 -1.7260 -0.7761 0.402
H 0.2666 -0.5131 2.5755 0.256
H 1.9631 -0.7844 2.3058 0.201
H -1.4298 2.0539 -0.5645 0.335
H -0.0879 1.7778 -1.8502 0.259
H 0.1570 2.4443 -0.1382 0.360
H 2.6645 1.2742 -0.1621 0.261
H 2.0758 0.0102 -1.0818 0.293
H 2.9867 -0.6216 0.4003 0.356
```

---

(5)
C6H13N in the gas phase. Source: the OMol25 dataset; level of theory: ωB97M-V/def2-TZVPD.

Computed properties:
2S+1: 1
Kohn-Sham gap in Ha: 0.371
E in Eh: -291.14115
ΔE to the lowest compared entry with this formula, charge and spin in kcal per mole: 11.05
Structure (SMILES): C=C(C)CCCN

Geometry as XYZ:
```
20
Properties=species:S:1:pos:R:3:mulliken_charge:R:1
C 0.7558 0.6496 -1.2956 -0.399
C 0.1898 1.1991 0.0142 -0.540
C -1.0549 0.4286 0.4790 -0.880
C -1.1215 -2.0163 0.0618 -1.081
C -0.7293 -0.9995 0.8188 0.906
C 0.0274 -1.1999 2.1082 -1.271
N 1.4796 1.6306 -2.1165 -0.618
H 1.4274 -0.1663 -1.0545 0.293
H -0.0537 0.2462 -1.9068 0.234
H 0.9218 1.2193 0.8275 0.260
H -0.1232 2.2383 -0.1375 0.358
H -1.7698 0.4673 -0.3441 0.373
H -1.5340 0.9585 1.3069 0.359
H -1.7486 -1.8746 -0.8062 0.277
H -0.8259 -3.0440 0.2721 0.273
H 1.0145 -0.7294 2.1312 0.284
H 0.1344 -2.2654 2.3197 0.374
H -0.5415 -0.7787 2.9356 0.302
H 2.4686 1.6695 -1.9151 0.259
H 1.0943 2.5578 -1.9818 0.236
```

---

(6)
C6H13N in the gas phase at a distorted geometry. Source: the OMol25 dataset; level of theory: ωB97M-V/def2-TZVPD.

Computed properties:
2S+1: 1
Kohn-Sham gap in Ha: 0.330
E in Eh: -291.14764
ΔE to the lowest compared entry with this formula, charge and spin in kcal per mole: 6.97
Structure (SMILES): CCN1CCCC1

Geometry as XYZ:
```
20
Properties=species:S:1:pos:R:3:mulliken_charge:R:1
C 0.6820 -0.6769 0.4825 -0.660
N -0.4191 0.1339 0.0343 0.107
C -0.6289 1.4658 0.5399 -0.391
C -0.1040 1.6772 1.9564 -1.290
C -0.7515 -0.1276 -1.3516 -0.595
C 0.2510 -1.1936 -1.7778 -0.665
C 0.6196 -1.8721 -0.4524 -0.704
H 1.6940 -0.2369 0.3794 0.306
H 0.5552 -0.9941 1.5180 0.323
H -1.6929 1.6911 0.5362 0.314
H -0.1275 2.1989 -0.1213 0.336
H -0.4253 2.6703 2.2524 0.391
H 0.9573 1.5169 2.0942 0.329
H -0.6079 0.9915 2.6357 0.334
H -0.6265 0.7550 -1.9869 0.304
H -1.7926 -0.4506 -1.4421 0.283
H 1.1466 -0.6878 -2.1333 0.265
H -0.0763 -1.8641 -2.5752 0.361
H 1.5364 -2.4554 -0.4214 0.369
H -0.1897 -2.5415 -0.1670 0.283
```